Entry from OMol25: a structure of composition C17H35FIN2O4PS (wB97M-V/def2-TZVPD).

For the lowest unoccupied orbital energy (spin up / spin down), the calculation gives 2.5 / 1.9 eV. The spin multiplicity is 2. Its total energy is -2216.1405 Ha. Its net charge is -1.

```
62
Properties=species:S:1:pos:R:3:nbo_charge:R:1
C 2.7439 -7.3314 1.9468 -0.64
C 1.1933 -7.5616 1.5592 -0.07
O 0.3722 -6.7086 2.3883 -0.56
C -0.7686 -6.1686 1.6774 -0.10
C -0.9381 -4.5759 1.8776 -0.08
O -0.3337 -3.7715 0.8397 -0.57
C 0.9292 -4.3243 0.3705 -0.42
P 1.9806 -2.9846 -0.5667 1.06
S 2.3461 -4.4772 -2.1408 -0.44
I 3.3996 -1.4231 -1.9184 -0.26
O 0.4960 -2.5423 -1.3997 -0.78
C 0.5157 -1.1869 -1.8474 0.55
N 0.1899 -0.0144 -1.8812 -0.49
C 1.7299 -1.7115 0.8461 -0.10
C 2.0958 -2.3068 2.3219 -0.66
F 2.7169 -0.6415 0.6350 -0.42
H 3.4808 -7.7945 1.2022 0.22
H 2.9645 -6.2151 2.0457 0.22
H 2.8901 -7.8163 2.9816 0.20
H 1.1011 -7.3792 0.4352 0.19
H 0.9648 -8.6652 1.7546 0.16
H -0.8192 -6.4331 0.5684 0.20
H -1.7110 -6.6456 2.1604 0.17
H -0.6387 -4.2311 2.9442 0.17
H -2.0793 -4.3746 1.8142 0.18
H 0.6870 -5.1351 -0.4204 0.21
H 1.5669 -4.7680 1.2080 0.19
H 3.1480 -3.4710 0.1280 -0.12
H 1.8538 -3.8906 -3.3156 0.15
H 0.6682 -1.2965 0.9411 0.20
H 2.7420 -1.5051 2.8513 0.23
H 1.1058 -2.4114 2.8939 0.21
H 2.7113 -3.2663 2.2751 0.21
C -1.8492 6.2164 0.7779 -0.63
C -1.8467 6.1395 -0.7760 0.10
C -3.0503 5.3183 -1.3097 -0.41
C -2.8795 3.8059 -1.2712 -0.40
C -1.5486 3.3982 -1.8897 -0.43
C -0.3595 4.1201 -1.2266 0.11
N -0.5235 5.6119 -1.2275 -0.02
O -0.3166 6.0470 -2.5019 -0.36
C -0.2056 3.5716 0.2123 -0.63
C 0.9523 3.6786 -1.9206 -0.61
C -2.1164 7.6099 -1.2090 -0.60
H -1.0325 5.6709 1.2475 0.23
H -1.7095 7.2435 1.1313 0.21
H -2.7847 5.8454 1.2041 0.21
H -3.2399 5.5953 -2.3544 0.21
H -3.9604 5.5875 -0.7618 0.21
H -2.9644 3.4397 -0.2435 0.19
H -3.6962 3.3349 -1.8282 0.21
H -1.4289 2.3131 -1.8039 0.25
H -1.5726 3.6130 -2.9651 0.21
H 0.6088 4.0799 0.7410 0.21
H 0.0352 2.5045 0.1975 0.24
H -1.1105 3.6579 0.8156 0.20
H 0.9528 3.8783 -2.9950 0.22
H 1.1085 2.6014 -1.8079 0.25
H 1.8182 4.1819 -1.4778 0.21
H -1.2806 8.2635 -0.9410 0.21
H -3.0113 7.9951 -0.7090 0.20
H -2.2934 7.7056 -2.2834 0.22
```

***

Entry from OMol25: a cluster of 3 separate species, C17H35FO8PS2 in total (wB97M-V/def2-TZVPD).

For the lowest unoccupied orbital energy, the calculation gives 2.4 eV. Its total energy is -2508.3015 Ha. Its net charge is -1.

```
64
Properties=species:S:1:pos:R:3:nbo_charge:R:1
C -2.0862 -0.9717 1.6850 -0.61
C -1.5103 -0.0342 0.6186 -0.41
C -0.3409 0.8030 1.0983 0.08
O 0.4557 1.2850 0.0541 -0.84
P 1.7415 2.2508 0.8437 1.44
F 3.0113 3.0684 1.6083 -0.65
O 0.8041 2.3631 2.3362 -0.81
C -0.5173 2.0433 1.9661 0.08
C -1.5039 2.1076 3.1248 -0.43
C -2.8483 2.7774 2.7584 -0.42
C -4.0540 1.8736 2.9174 -0.06
O -5.2837 2.6241 2.8219 -0.53
C -5.8400 2.6848 1.5893 0.80
C -6.1002 1.3741 0.8881 -0.75
O -6.1673 3.7350 1.1102 -0.56
H -1.2866 -1.4035 2.2799 0.22
H -2.8106 -0.4884 2.3248 0.18
H -2.6074 -1.7899 1.1878 0.20
H -2.2886 0.5567 0.1253 0.17
H -1.0916 -0.6879 -0.1465 0.22
H 0.2751 0.0994 1.6827 0.16
H 2.3307 1.0168 1.2678 -0.17
H 2.4930 2.2185 -0.3776 -0.17
H 1.1479 3.4972 0.4480 -0.18
H -0.8185 2.8443 1.2713 0.15
H -1.0340 2.7418 3.8734 0.23
H -1.6511 1.1417 3.6084 0.19
H -2.8251 3.1103 1.7219 0.21
H -3.0049 3.6673 3.3621 0.21
H -4.0227 1.1225 2.1378 0.18
H -4.0381 1.3753 3.8829 0.18
H -6.9715 1.5105 0.2606 0.24
H -5.2443 1.0735 0.2910 0.24
H -6.3038 0.5827 1.6051 0.22
C 0.9657 1.6772 -3.6113 -0.41
C 1.7476 1.4143 -4.9103 -0.40
C 3.0659 0.7327 -4.5186 -0.68
S 2.7220 -0.1400 -2.9799 2.17
O 3.4783 0.4637 -1.9234 -0.92
O 2.7854 -1.5675 -3.2230 -0.98
C 1.0266 0.3827 -2.8105 -0.71
H -0.0643 1.9693 -3.8108 0.22
H 1.4385 2.4798 -3.0414 0.23
H 1.1672 0.7524 -5.5574 0.20
H 1.9352 2.3336 -5.4651 0.21
H 3.4139 0.0158 -5.2579 0.24
H 3.8492 1.4573 -4.3048 0.24
H 0.8099 0.5071 -1.7449 0.34
H 0.3966 -0.3937 -3.2466 0.22
C 3.9646 -4.4662 0.3677 -0.40
C 3.2683 -4.8929 -0.9327 -0.41
C 1.7564 -4.7720 -0.7054 -0.68
S 1.5433 -3.4785 0.5289 2.17
O 0.9790 -4.0661 1.7211 -0.96
O 0.9412 -2.3268 -0.0821 -0.93
C 3.2838 -3.1708 0.7959 -0.68
H 5.0343 -4.3205 0.2239 0.22
H 3.8284 -5.2323 1.1351 0.21
H 3.5690 -4.2237 -1.7407 0.23
H 3.5391 -5.9076 -1.2240 0.21
H 1.2222 -4.4751 -1.6041 0.25
H 1.3250 -5.6841 -0.2969 0.23
H 3.4365 -2.9059 1.8390 0.26
H 3.5633 -2.3357 0.1528 0.26
```